Computed, not measured: a gas-phase ion, C4H11N2O2 (charge +1) at a distorted geometry, with wB97M-V/def2-TZVPD.

Summary:
* net charge: +1
* relative energy (zero: lowest compared OMol25 entry of this formula, charge and spin): 96.3 kJ/mol
* SMILES: CNC(=O)[C@@H]([NH3+])CO
* E: -11395.1257 eV
* lowest unoccupied orbital energy: -3.2 eV

Positions of all 19 atoms, in Å:
C (1.743, -1.011, 1.641)
N (1.681, 0.319, 0.987)
C (0.777, 0.771, 0.105)
O (0.947, 1.807, -0.530)
C (-0.612, 0.154, -0.038)
N (-1.480, 1.214, -0.601)
C (-0.658, -1.095, -0.887)
O (-1.974, -1.638, -0.704)
H (1.671, -0.880, 2.718)
H (2.705, -1.464, 1.395)
H (0.999, -1.672, 1.217)
H (2.580, 0.717, 0.778)
H (-0.925, -0.075, 0.971)
H (-1.307, 2.068, -0.052)
H (-2.451, 0.911, -0.683)
H (-1.156, 1.463, -1.537)
H (-0.498, -0.869, -1.939)
H (0.062, -1.824, -0.503)
H (-2.002, -2.525, -1.088)

***

Computed, not measured: 2 unconnected molecules or ions with the total composition C4H11N2O2 at a distorted geometry, with wB97M-V/def2-TZVPD.

Summary:
* net charge: +1
* relative energy (zero: lowest compared OMol25 entry of this formula, charge and spin): 358.9 kJ/mol
* E: -11392.4035 eV
* lowest unoccupied orbital energy: -3.2 eV

Positions of all 19 atoms, in Å:
C (-1.755, 0.590, -1.335)
C (1.516, -2.217, 0.914)
C (-0.285, 0.741, -1.451)
C (0.720, -1.063, 0.621)
N (0.211, 1.781, -0.793)
N (0.288, -0.443, 1.719)
O (-0.379, 2.300, 0.372)
O (0.403, -0.834, -0.532)
H (-2.046, 0.006, -0.439)
H (-2.489, 1.543, -1.350)
H (-2.019, -0.212, -2.053)
H (0.932, -3.104, 0.602)
H (2.366, -1.951, 0.421)
H (1.706, -2.177, 1.992)
H (0.168, 0.357, -2.339)
H (0.566, -0.849, 2.588)
H (-0.332, 0.341, 1.680)
H (1.277, 1.972, -0.903)
H (-0.850, 3.218, 0.285)

***

Question: What is the net charge in the first record?
Answer: +1